(1)
The following is a quantum chemistry calculation of a 2-piece molecular cluster, C6H9ClN2O overall in a non-equilibrium geometry, from OMol25.

The geometry in ORCA input format:
```
! RIJCOSX wB97M-V def2-TZVPD def2/J DEFGRID3
* xyz 0 1
C -0.7095 0.4160 -1.0223
C 0.0748 -0.6211 -0.2829
C -0.5265 -1.1178 0.9922
C 1.2513 -1.0658 -0.7468
C 1.9847 -2.0853 -0.1087
N 2.5805 -2.9301 0.3874
H -0.6818 1.3712 -0.4904
H -0.3225 0.5686 -2.0279
H -1.7547 0.1175 -1.0875
H -0.9336 -0.2968 1.5803
H 0.2002 -1.6622 1.5880
H -1.3524 -1.7917 0.7584
H 1.6424 -0.7466 -1.7036
O 1.8601 0.8661 2.2411
N 2.8594 0.4592 1.4339
C 2.8261 0.7707 0.2141
Cl 4.1185 0.3109 -0.7915
H 1.1981 1.4163 1.7748
H 2.0851 1.4255 -0.2562
*
```

Its SMILES is CC(C)=CC#N.O/N=C/Cl. The energy relative to the best compared isomer or geometry (same formula, charge and spin) comes out at 46.4 kcal per mole. Its HOMO-LUMO gap is 0.3656 Eh.

=====

(2)
The following is a quantum chemistry calculation of an isolated molecule of C4H11N2O in a non-equilibrium geometry, from OMol25.

The geometry in ORCA input format:
```
! RIJCOSX wB97M-V def2-TZVPD def2/J DEFGRID3
* xyz 0 2
O -2.6516 0.9580 0.9915
C -2.3912 0.3692 -0.1241
C -0.9834 -0.0389 -0.4490
C 0.0088 0.9701 0.1175
C 1.4286 0.7551 -0.3911
N 1.9559 -0.4637 0.3108
N -0.5488 -1.4135 0.1010
H -3.1611 -0.1995 -0.7030
H -0.8876 -0.0947 -1.5400
H -0.3340 1.9694 -0.1107
H 0.0028 0.9310 1.2054
H 1.4570 0.5615 -1.4588
H 2.0737 1.5958 -0.1694
H 1.1226 -1.1802 0.2470
H 2.8092 -0.8876 -0.0567
H 2.0800 -0.2751 1.3061
H -0.9046 -1.4055 1.0732
H -1.0764 -2.1516 -0.3496
*
```

As for the expectation value of S²: 0.7542. The energy relative to the best compared isomer or geometry (same formula, charge and spin) comes out at 45.0 kcal per mole. Its HOMO-LUMO gap (alpha / beta) is 0.1293 / 0.2419 Eh.

=====

(3)
The following is a quantum chemistry calculation of a 2-piece molecular cluster, C5H14O overall in a non-equilibrium geometry, from OMol25.

The geometry in ORCA input format:
```
! RIJCOSX wB97M-V def2-TZVPD def2/J DEFGRID3
* xyz 0 1
C 0.5596 -1.7577 0.8114
C 0.0781 -0.4001 0.2941
C 1.1296 0.6271 -0.1345
C 0.4053 1.8956 -0.6231
C 1.9478 0.0427 -1.3060
H 1.0431 -2.3049 -0.0024
H 1.3246 -1.7064 1.5878
H -0.3204 -2.2756 1.1870
H -0.6313 -0.6472 -0.4996
H -0.4814 0.0968 1.1004
H 1.8200 0.7358 0.7004
H 0.6874 2.8080 -0.0933
H -0.6340 1.8885 -0.2599
H 0.4516 1.9685 -1.7028
H 2.7405 -0.6659 -1.0845
H 2.3046 0.8316 -1.9736
H 1.2735 -0.4993 -1.9819
O -4.4340 0.0538 1.5563
H -5.2325 -0.4478 1.7061
H -4.0321 -0.2436 0.7179
*
```

Its SMILES is CCC(C)C.O. The energy relative to the best compared isomer or geometry (same formula, charge and spin) comes out at 13.4 kcal per mole. Its HOMO-LUMO gap is 0.4294 Eh.

=====

Number 1: electronic energy -878.86149 Eh. Number 2: electronic energy -343.62705 Eh. Number 3: electronic energy -274.12063 Eh.